156
Properties=species:S:1:pos:R:3:lowdin_charge:R:1 method="wB97M-V/def2-TZVPD" total_charge=-2 lumo_energy_ev=3.733 homo_ev=-2.6
Zr 0.262 0.004 -0.317 1.6072
C -1.712 -4.304 1.012 -0.0243
C -0.735 -4.676 -0.069 -0.2081
C -0.885 -5.921 -0.666 -0.0973
C -0.031 -6.341 -1.670 -0.1059
C 1.017 -5.520 -2.031 -0.0623
C 1.229 -4.286 -1.420 -0.2022
C 2.499 -3.564 -1.765 -0.0945
C 0.308 -3.814 -0.472 -0.1955
N 0.434 -2.557 0.190 0.0296
C 1.174 -2.654 1.281 -0.5412
O 1.917 -3.600 1.603 -0.0041
C 0.962 -1.565 2.302 -0.2015
C 1.531 -1.812 3.543 -0.0253
C 1.296 -0.926 4.579 -0.0456
C 0.452 0.142 4.333 -0.0151
C -0.104 0.304 3.069 -0.2191
N 0.153 -0.528 2.049 0.0535
C -1.171 1.374 2.933 -0.5705
O -1.486 1.997 3.967 -0.0350
N -1.626 1.496 1.705 0.1118
C -2.796 2.206 1.458 -0.1837
C -2.773 3.248 0.505 -0.2005
C -1.446 3.842 0.127 -0.0644
C -3.955 3.809 0.052 -0.0762
C -5.182 3.406 0.562 -0.1163
C -5.198 2.476 1.586 -0.0800
C -4.028 1.902 2.075 -0.1941
C -4.122 1.056 3.313 -0.0652
H -2.078 -5.204 1.508 0.0780
H -2.568 -3.783 0.584 0.0648
H -1.252 -3.657 1.757 0.0714
H -1.693 -6.566 -0.338 0.1005
H -0.169 -7.308 -2.139 0.0911
H 1.724 -5.845 -2.786 0.1059
H 2.525 -3.327 -2.829 0.0613
H 3.346 -4.213 -1.526 0.0879
H 2.597 -2.636 -1.215 0.0175
H 2.105 -2.719 3.657 0.1137
H 1.748 -1.078 5.552 0.1107
H 0.166 0.862 5.085 0.1158
H -0.750 3.062 -0.178 0.0156
H -1.556 4.593 -0.657 0.0745
H -1.028 4.325 1.013 0.0630
H -3.920 4.590 -0.701 0.0973
H -6.106 3.840 0.198 0.0833
H -6.142 2.193 2.041 0.0968
H -5.128 0.644 3.415 0.0697
H -3.904 1.677 4.184 0.0790
H -3.390 0.252 3.313 0.0562
S 0.918 -0.987 -2.615 0.7454
C -0.572 -1.811 -2.955 -0.7422
N -0.728 -2.258 -4.164 0.0483
N -1.855 -2.835 -4.657 0.0086
C -2.945 -3.471 -4.079 -0.2504
C -2.838 -4.230 -2.909 -0.0308
C -3.948 -4.855 -2.380 -0.0851
C -5.185 -4.769 -3.011 -0.1245
C -5.282 -4.079 -4.208 -0.1219
C -4.174 -3.443 -4.745 -0.0496
N -1.622 -1.871 -2.069 0.0575
N -1.578 -1.316 -0.951 -0.0420
C -2.870 -1.279 -0.373 -0.2297
C -3.022 -1.379 1.005 -0.0465
C -4.291 -1.491 1.545 -0.1018
C -5.414 -1.408 0.738 -0.0873
C -5.263 -1.227 -0.629 -0.0720
C -4.000 -1.178 -1.187 -0.0006
H -1.977 -2.566 -5.619 0.1247
H -1.880 -4.321 -2.426 0.0845
H -3.847 -5.418 -1.461 0.0950
H -6.060 -5.234 -2.575 0.0860
H -6.233 -4.024 -4.724 0.0899
H -4.258 -2.889 -5.674 0.1010
H -2.140 -1.419 1.628 0.0950
H -4.403 -1.659 2.607 0.0999
H -6.404 -1.472 1.172 0.0960
H -6.133 -1.148 -1.269 0.0991
H -3.857 -1.033 -2.248 0.1063
C 1.857 4.990 4.026 -0.2068
C 0.911 4.232 3.103 -0.4093
Sb 1.720 2.773 1.607 1.5169
C 3.596 2.596 2.768 -0.4076
C 3.413 1.793 4.051 -0.2047
C 2.543 4.416 0.370 -0.4029
C 1.911 5.799 0.478 -0.1918
H 1.304 5.736 4.606 0.0596
H 2.636 5.511 3.465 0.0460
H 2.345 4.319 4.732 0.0425
H 0.331 4.958 2.530 0.0176
H 0.191 3.676 3.704 0.0207
H 3.955 3.603 2.991 0.0343
H 4.304 2.102 2.107 0.0203
H 2.604 2.198 4.662 0.0453
H 4.330 1.792 4.653 0.0638
H 3.165 0.761 3.814 0.0285
H 2.442 4.058 -0.647 -0.0322
H 3.608 4.453 0.600 0.0446
H 0.840 5.758 0.269 0.0483
H 2.373 6.471 -0.253 0.0592
H 2.048 6.229 1.470 0.0421
C 4.765 -2.589 0.584 -0.0197
C 5.276 -1.352 1.309 -0.5981
C 4.848 -1.391 2.771 -0.0171
C 6.810 -1.306 1.251 -0.0377
O 4.810 -0.126 0.733 -0.1501
P 3.600 0.338 -0.227 0.2824
O 3.772 1.803 -0.281 -0.3594
O 2.273 -0.242 0.253 -0.4462
O 3.894 -0.354 -1.649 -0.1938
C 5.012 -0.102 -2.546 -0.5870
C 4.526 0.697 -3.752 -0.0419
C 5.476 -1.480 -3.022 -0.0235
C 6.170 0.644 -1.882 -0.0288
H 5.386 -3.449 0.843 0.0986
H 4.802 -2.432 -0.490 0.0507
H 3.736 -2.815 0.857 0.0597
H 5.184 -2.323 3.229 0.0931
H 3.765 -1.341 2.830 0.0544
H 5.268 -0.544 3.313 0.0853
H 7.220 -2.009 1.977 0.0793
H 7.160 -0.301 1.489 0.0883
H 7.179 -1.580 0.261 0.0697
H 3.568 0.307 -4.089 0.0692
H 5.252 0.630 -4.564 0.0859
H 4.394 1.746 -3.492 0.0698
H 4.640 -2.004 -3.484 0.0862
H 5.836 -2.077 -2.185 0.0687
H 6.282 -1.365 -3.747 0.0832
H 5.804 1.554 -1.413 0.0773
H 6.919 0.897 -2.635 0.0893
H 6.631 0.036 -1.109 0.0594
O 1.578 1.709 -3.573 -0.5155
S 1.929 2.198 -2.235 0.7956
N 1.087 1.751 -1.102 -0.5864
C -0.103 1.816 -6.503 -0.0195
C 0.177 3.214 -6.045 -0.1946
C 0.957 4.097 -6.765 -0.0742
C 1.284 5.339 -6.234 -0.6820
Cl 2.258 6.442 -7.173 0.6000
C 0.856 5.708 -4.978 -0.1170
C 0.046 4.838 -4.255 -0.0062
C -0.320 3.609 -4.788 -0.2629
O -1.183 2.749 -4.228 -0.0234
C -1.402 2.772 -2.833 -0.0944
C -1.639 1.318 -2.362 -0.5612
O -2.099 0.522 -3.160 0.0694
O -1.365 1.082 -1.122 -0.2565
H 0.258 1.640 -7.515 0.0739
H -1.169 1.599 -6.435 0.0859
H 0.392 1.137 -5.804 0.0855
H 1.327 3.816 -7.742 0.1043
H 1.129 6.665 -4.559 0.0993
H -0.296 5.136 -3.273 0.1113
H -2.300 3.352 -2.590 0.1363
H -0.545 3.176 -2.299 0.0699